[1]
A cluster of 2 separate species, C4H9N2O in total, computed with ωB97M-V/def2-TZVPD.

Each line ends with the natural charge from an NBO analysis.
CARTESIAN COORDINATES (ANGSTROEM)
C1 1.001 1.286 -1.010  -0.3565
C2 1.089 1.034 0.286  -0.2271
C3 -0.656 -1.452 -0.429  0.3490
C4 0.965 -0.307 0.956  -0.2792
N1 -1.670 -0.536 -0.263  -0.3736
N2 0.534 -1.381 0.080  -0.4967
O1 -2.506 1.079 0.374  -0.3716
H1 1.118 2.285 -1.387  0.2323
H2 0.820 0.521 -1.746  0.1911
H3 1.292 1.828 0.991  0.2296
H4 -0.956 -2.286 -1.057  0.2682
H5 0.245 -0.225 1.780  0.2292
H6 1.933 -0.576 1.387  0.2533
H7 -2.562 -0.747 -0.688  0.4228
H8 1.211 -2.093 -0.166  0.4478
H9 -1.858 1.569 0.893  0.4814

Its charge is +1. Its frontier orbital gap (alpha / beta) is 0.25104 / 0.24692 hartree.

---

[2]
A structure of composition C33H28MnN5O6P2SSe2, computed with ωB97M-V/def2-TZVPD.

Each line ends with the Mulliken spin population.
CARTESIAN COORDINATES (ANGSTROEM)
Mn1 0.081 0.129 -0.022  4.7663
O1 3.384 -1.242 0.125  0.0044
S1 1.988 -1.621 0.058  -0.0103
O2 1.716 -3.041 0.018  0.0052
O3 1.209 -0.972 1.221  0.0675
O4 1.322 -0.932 -1.161  0.0689
Se1 -6.285 2.443 -2.320  0.0003
P1 -5.354 3.040 -0.526  0.0021
C1 -6.390 2.572 0.908  -0.0003
C2 -6.658 3.413 1.986  0.0000
C3 -7.499 2.994 3.012  0.0001
C4 -8.082 1.738 2.972  0.0000
C5 -7.836 0.901 1.892  -0.0001
C6 -7.005 1.323 0.869  -0.0001
C7 -5.115 4.836 -0.360  0.0000
C8 -4.329 5.377 0.659  0.0010
C9 -4.188 6.747 0.782  0.0002
C10 -4.822 7.593 -0.124  0.0001
C11 -5.586 7.062 -1.148  -0.0001
C12 -5.730 5.682 -1.268  0.0002
C13 -3.663 2.412 -0.289  0.0058
C14 -3.026 1.180 -0.117  -0.0108
N1 -1.708 1.441 -0.110  0.0006
N2 -1.528 2.744 -0.265  -0.0005
N3 -2.685 3.347 -0.395  0.0098
P2 -3.518 -0.539 0.115  0.0370
Se2 -1.888 -1.873 0.068  0.0488
C15 -4.720 -0.914 -1.187  -0.0105
C16 -4.278 -0.757 -2.501  -0.0009
C17 -5.115 -1.061 -3.559  -0.0008
C18 -6.398 -1.537 -3.318  0.0010
C19 -6.838 -1.712 -2.017  0.0000
C20 -5.999 -1.402 -0.953  0.0012
C21 -4.343 -0.602 1.724  -0.0207
C22 -4.320 0.498 2.575  -0.0011
C23 -4.854 0.407 3.854  0.0003
C24 -5.421 -0.780 4.285  -0.0001
C25 -5.431 -1.890 3.448  0.0032
C26 -4.881 -1.808 2.179  -0.0015
H1 -6.233 4.404 2.028  0.0000
H2 -7.702 3.661 3.840  0.0000
H3 -8.734 1.415 3.774  0.0000
H4 -8.292 -0.080 1.844  0.0000
H5 -6.859 0.697 0.001  0.0003
H6 -3.801 4.723 1.341  0.0000
H7 -3.570 7.157 1.569  0.0000
H8 -4.704 8.666 -0.035  0.0000
H9 -6.067 7.716 -1.864  0.0000
H10 -6.319 5.249 -2.067  0.0000
H11 -3.273 -0.398 -2.693  0.0035
H12 -4.767 -0.922 -4.574  0.0000
H13 -7.053 -1.770 -4.147  0.0001
H14 -7.837 -2.082 -1.825  -0.0001
H15 -6.357 -1.539 0.058  -0.0007
H16 -3.882 1.428 2.240  -0.0017
H17 -4.831 1.270 4.506  0.0000
H18 -5.843 -0.849 5.280  0.0000
H19 -5.846 -2.828 3.794  0.0001
H20 -4.834 -2.692 1.556  0.0014
O5 3.630 3.550 -5.406  0.0000
C27 2.558 4.367 -4.948  0.0001
N4 2.163 3.881 -3.662  0.0002
C28 2.365 4.600 -2.526  -0.0001
O6 2.748 5.756 -2.533  0.0000
C29 2.010 3.922 -1.227  0.0144
C30 2.001 4.695 -0.077  0.0003
C31 1.683 4.113 1.136  0.0047
C32 1.348 2.770 1.149  -0.0015
N5 1.343 2.024 0.048  0.0269
C33 1.685 2.579 -1.110  -0.0173
H21 4.042 3.981 -6.161  0.0000
H22 1.714 4.304 -5.642  0.0000
H23 2.861 5.407 -4.822  0.0000
H24 1.942 2.903 -3.590  -0.0011
H25 2.247 5.745 -0.163  0.0002
H26 1.669 4.688 2.051  0.0002
H27 1.072 2.265 2.069  0.0011
H28 1.693 1.887 -1.946  0.0029

As for the spin multiplicity: 6. Its charge is -1. Its expectation value of S² is 8.756. Its frontier orbital gap (alpha / beta) is 0.27290 / 0.28527 hartree.

---

[3]
A cluster of 2 separate species, C2H7N2S in total, computed with ωB97M-V/def2-TZVPD.

Each line ends with the natural charge from an NBO analysis.
CARTESIAN COORDINATES (ANGSTROEM)
C1 -0.207 -1.086 0.936  -0.3994
N1 0.076 0.025 0.062  -0.6462
C2 0.695 1.145 0.467  0.2926
N2 0.907 2.165 -0.288  -0.7924
H1 0.211 -1.977 0.467  0.2020
H2 0.271 -0.919 1.907  0.1689
H3 -1.284 -1.224 1.058  0.1907
H4 -0.356 -0.086 -0.930  0.4340
H5 0.921 1.058 1.547  0.1010
H6 1.465 2.854 0.207  0.3126
S1 -1.562 -1.137 -2.110  -0.9650
H7 -1.137 -0.817 -3.321  0.1012

Its charge is -1. Its frontier orbital gap is 0.25785 hartree.

---

[4]
A structure of composition C4H12N4, computed with ωB97M-V/def2-TZVPD.

Each line ends with the natural charge from an NBO analysis.
CARTESIAN COORDINATES (ANGSTROEM)
C1 -1.859 -1.003 0.378  -0.4463
N1 -0.452 -0.700 0.497  -0.6635
C2 0.709 -1.121 -0.930  0.3102
N2 1.912 -1.511 -0.664  -0.8621
H1 -0.029 -1.016 1.362  0.3786
H2 1.983 -2.524 -0.669  0.3483
H3 -0.035 -1.672 -1.517  0.1541
H4 -2.380 -0.094 0.042  0.2288
H5 -2.295 -1.337 1.322  0.1986
H6 -2.038 -1.786 -0.373  0.1770
C3 0.968 1.403 1.082  -0.6908
C4 -0.044 1.004 0.025  0.4921
N3 0.652 0.366 -1.203  -0.6042
N4 -1.039 1.742 -0.386  -0.9212
H7 1.605 0.699 -1.356  0.4299
H8 0.056 0.623 -1.992  0.4386
H9 -1.342 2.390 0.334  0.3473
H10 1.454 2.339 0.794  0.2212
H11 1.730 0.636 1.229  0.2334
H12 0.443 1.564 2.024  0.2301

Its charge is 0. Its frontier orbital gap is 0.32193 hartree.

---

Relative energy (zero: lowest compared OMol25 entry of this formula, charge and spin) across the listed records, respectively: 145.11 9.00 6.27 78.05 kcal per mole.
Energy across the listed records, respectively: -342.1260 -9034.5570 -588.1258 -378.5139 Ha.